C11H14CeClIrN2O6 | ωB97M-V/def2-TZVPD

CARTESIAN COORDINATES (ANGSTROEM)
Ir 0.01269 -0.89546 -4.33188
Cl 0.80126 -1.59174 -6.39844
C 1.75183 -0.06314 -3.58976
C -1.79809 -0.88686 -5.19800
H 2.33755 -0.38288 -4.46343
H 1.78935 1.04355 -3.53729
H 2.21276 -0.54548 -2.70127
H -1.70896 -0.23637 -6.08236
H -2.58920 -0.52546 -4.53128
H -1.98059 -1.92234 -5.52711
Ce -0.00619 0.37937 -1.87481
C -0.51274 -1.90928 -2.64347
C -0.93749 1.39558 -3.55382
H -1.48489 -1.69115 -2.16693
H -0.63698 -2.79668 -3.27760
H 0.27337 -2.15222 -1.90208
H -1.99139 1.34058 -3.85730
H -0.29356 1.93681 -4.27088
O 0.87615 -0.35740 0.34295
C 0.12444 0.45685 0.99681
O -0.68551 1.24024 0.36541
C 0.19248 0.49313 2.50172
C -0.37828 1.56067 3.19971
C -0.28686 1.59981 4.61088
C 0.33291 0.56378 5.31664
C 0.88280 -0.51032 4.60588
C 0.83180 -0.54291 3.19100
N 1.49004 -1.60368 5.31202
O 1.52425 -1.56382 6.56089
O 1.95785 -2.55385 4.64806
N -0.81716 2.73201 5.32071
O -1.35336 3.64847 4.66025
O -0.71783 2.75663 6.56456
H -0.88109 2.36097 2.66013
H 0.38920 0.59098 6.40403
H 1.27946 -1.36838 2.64608

HOMO level (spin up / spin down)	-7.62 / -9.05	eV
multiplicity	5
HOMO-LUMO gap (spin up / spin down)	5.9 / 6.8	eV
LUMO (spin up / spin down)	-1.711 / -2.277	eV
largest force on an atom	0.0938	hartree/bohr
relative energy (zero: lowest compared OMol25 entry of this formula, charge and spin)	0.000	eV
⟨S²⟩	6.018
total energy	-55178.913	eV

So, what does the Löwdin scheme give us? The charges, in e, come out as:
1 Ir 0.983
2 Cl -0.038
3 C -0.404
4 C -0.375
5 H 0.001
6 H 0.024
7 H 0.031
8 H 0.007
9 H 0.001
10 H 0.009
11 Ce 1.094
12 C -0.388
13 C -0.311
14 H 0.043
15 H 0.037
16 H 0.034
17 H -0.019
18 H -0.010
19 O -0.126
20 C -0.543
21 O -0.126
22 C -0.088
23 C 0.104
24 C -0.112
25 C 0.107
26 C -0.111
27 C 0.105
28 N -0.315
29 O 0.074
30 O 0.071
31 N -0.315
32 O 0.071
33 O 0.075
34 H 0.137
35 H 0.137
36 H 0.134